Entry 1:
{"formula": "C4H5NP2", "method": "ωB97M-V with the def2-TZVPD basis set", "orbital_gap_ha": [0.22377, 0.25702], "multiplicity": 3, "homo_ev": [-6.9006, -9.0680], "total_charge": 0, "symbols": ["C", "C", "C", "C", "N", "P", "P", "H", "H", "H", "H", "H"], "positions_angstrom": [[2.018, 0.183, -0.115], [3.188, 0.084, 0.167], [-1.462, -0.529, -0.286], [-2.177, -1.502, 0.444], [5.336, -0.474, -0.916], [0.062, 0.118, -0.400], [4.904, 0.100, 0.432], [-1.954, -1.673, 1.601], [-3.152, -1.161, 0.513], [-2.212, -2.560, -0.069], [6.317, -0.451, -0.939], [0.150, 0.598, -1.787]], "forces_ev_per_angstrom": [[-2.9, -1.6, -0.4], [-0.5, 0.3, 0.3], [1.8, -1.2, 0.5], [0.2, -3.4, 1.2], [-0.5, -0.6, -1.7], [2.3, 3.8, -1.5], [-0.3, 0.8, 1.8], [0.3, 0.5, -2.2], [-2.5, 0.4, 0.0], [0.1, 1.8, 1.0], [2.0, -0.3, -0.3], [-0.1, -0.6, 1.3]]}

=====

Entry 2:
{"formula": "C4H5NS2", "method": "ωB97M-V with the def2-TZVPD basis set", "orbital_gap_ha": 0.28527, "relative_energy_ev": 2.365, "homo_ev": -9.0184, "total_charge": 0, "symbols": ["C", "C", "C", "C", "H", "H", "H", "H", "H", "N", "S", "S"], "positions_angstrom": [[0.335, -0.525, 0.034], [-1.102, -0.124, 0.086], [-1.440, 1.332, 0.253], [-0.681, 2.369, -0.170], [3.516, 0.680, 0.080], [0.500, -1.603, -0.002], [-2.422, 1.534, 0.543], [-1.140, 3.363, -0.185], [0.314, 2.225, -0.524], [1.309, 0.258, 0.012], [2.800, -0.452, 0.000], [-2.338, -1.192, -0.076]], "forces_ev_per_angstrom": [[-1.7, -1.6, -0.2], [-0.2, 1.3, 0.1], [2.1, -0.1, -1.3], [-1.4, -0.6, 0.5], [-0.1, -0.1, 0.0], [-0.2, -0.2, 0.0], [-1.5, 0.1, 0.5], [0.4, -0.3, 0.1], [0.4, 0.1, -0.2], [0.3, 1.4, 0.3], [1.0, -0.2, -0.1], [1.0, 0.2, 0.1]]}

=====

Entry 3:
{"formula": "C4H5NS2", "method": "ωB97M-V with the def2-TZVPD basis set", "orbital_gap_ha": 0.31132, "relative_energy_ev": 2.930, "homo_ev": -8.5516, "total_charge": 0, "symbols": ["C", "C", "C", "C", "N", "S", "S", "H", "H", "H", "H", "H"], "positions_angstrom": [[0.032, -1.544, 0.490], [0.537, -0.307, -0.081], [1.718, 0.322, -0.281], [-1.028, 0.540, -0.682], [-1.197, -1.826, 0.527], [-2.141, -0.788, -0.338], [-1.066, 2.085, 0.292], [0.707, -2.190, 1.093], [1.471, 1.272, -0.825], [2.616, 0.047, 0.229], [-0.988, 0.860, -1.793], [-0.661, 1.530, 1.368]], "forces_ev_per_angstrom": [[2.1, -0.2, 1.8], [-1.7, 1.7, -2.2], [-3.4, 0.3, 0.0], [3.7, -0.6, -0.2], [0.0, -0.4, -0.4], [-1.9, 0.7, -0.4], [-1.0, 0.4, -1.9], [-0.3, 0.4, -0.7], [1.4, -0.7, 0.6], [0.6, 0.0, -0.2], [0.0, -0.8, 1.9], [0.6, -0.7, 1.7]]}

=====

Entry 4:
{"formula": "C4H5NS3", "method": "ωB97M-V with the def2-TZVPD basis set", "orbital_gap_ha": 0.29744, "relative_energy_ev": 1.139, "homo_ev": -8.6147, "total_charge": 0, "symbols": ["C", "C", "C", "C", "H", "H", "H", "H", "H", "N", "S", "S", "S"], "positions_angstrom": [[2.839, -0.618, 0.059], [0.611, 0.343, -0.021], [-0.656, 0.280, 0.360], [-3.256, 0.624, -0.403], [3.288, -1.557, 0.382], [1.135, -1.472, 0.800], [1.084, 1.122, -0.591], [-1.028, -0.473, 1.028], [-4.087, 1.314, -0.522], [1.534, -0.641, 0.315], [3.707, 0.500, -0.750], [-1.802, 1.545, -0.038], [-3.368, -0.966, -0.620]], "forces_ev_per_angstrom": [[0.8, -0.6, -0.5], [0.4, -0.2, 0.0], [-0.2, 0.6, -0.2], [0.9, 0.3, -0.1], [0.2, 0.1, 0.1], [0.7, 1.0, -0.6], [-0.3, 0.3, -0.3], [-0.1, -0.5, 0.1], [-0.1, 0.0, 0.0], [-1.7, -1.0, 1.2], [-0.1, 0.1, 0.2], [-0.5, -0.2, 0.1], [-0.2, -0.1, 0.1]]}

=====

Entry 5:
{"formula": "C4H5O2", "method": "ωB97M-V with the def2-TZVPD basis set", "orbital_gap_ha": [0.19480, 0.19478], "relative_energy_ev": 10.248, "homo_ev": [-1.8750, -1.8809], "total_charge": -1, "symbols": ["O", "C", "C", "C", "H", "C", "O", "H", "H", "H", "H"], "positions_angstrom": [[2.070, 0.037, -0.305], [1.096, -0.818, -0.473], [0.284, -1.366, 0.530], [-0.685, -0.794, -0.137], [2.023, 1.003, 0.576], [-2.077, -0.387, -0.407], [-3.021, -1.388, -0.210], [-2.100, -0.007, -1.448], [-2.288, 0.484, 0.238], [-3.321, -1.718, -1.138], [3.337, -0.325, -0.729]], "forces_ev_per_angstrom": [[-0.3, 3.6, 1.6], [-0.8, -1.7, -0.4], [-0.2, -0.1, 0.8], [0.7, 0.6, -0.3], [0.0, -2.4, -1.3], [1.5, 1.3, -0.6], [-2.0, -1.7, -2.4], [-0.2, 0.0, 0.3], [-0.3, -0.3, -0.1], [0.9, 0.8, 2.7], [0.8, 0.0, -0.3]]}

=====

Entry 6:
{"formula": "C4H5O2", "method": "ωB97M-V with the def2-TZVPD basis set", "orbital_gap_ha": [0.36301, 0.17218], "relative_energy_ev": 6.527, "homo_ev": [-15.5985, -13.0551], "total_charge": 1, "symbols": ["C", "C", "C", "C", "O", "O", "H", "H", "H", "H", "H"], "positions_angstrom": [[1.129, 1.751, 0.731], [1.943, 1.044, 2.501], [1.066, 0.480, 0.594], [-1.386, -1.420, -1.140], [1.699, 2.152, 1.885], [1.553, 0.037, 1.852], [0.888, 2.435, -0.133], [2.609, 1.045, 3.338], [-0.337, -1.437, -1.182], [-1.701, -0.511, -0.597], [-2.014, -2.336, -1.252]], "forces_ev_per_angstrom": [[-1.1, 4.4, -4.4], [0.5, 0.7, -0.2], [-0.7, -3.6, 1.0], [-1.1, 0.1, 1.7], [0.4, 0.2, 0.8], [0.4, -1.6, 0.1], [0.4, -0.2, 1.8], [-0.2, -0.3, 0.7], [1.4, -0.3, -0.9], [-0.5, -0.5, -0.8], [0.6, 1.1, 0.0]]}

=====

Entry 7:
{"formula": "C4H5O2P", "method": "ωB97M-V with the def2-TZVPD basis set", "orbital_gap_ha": 0.32711, "relative_energy_ev": 0.689, "homo_ev": -9.0797, "total_charge": 0, "symbols": ["C", "C", "C", "C", "O", "O", "P", "H", "H", "H", "H", "H"], "positions_angstrom": [[0.014, -1.009, -1.128], [-0.396, 0.348, -1.251], [0.483, -1.529, 0.037], [-0.714, 1.310, -0.304], [0.516, -0.792, 1.204], [-0.391, 0.725, 2.952], [0.053, 0.760, 1.539], [0.117, -1.466, -2.084], [-0.421, 0.632, -2.247], [0.830, -2.529, 0.214], [-1.358, 2.126, -0.355], [1.267, 1.422, 1.425]], "forces_ev_per_angstrom": [[1.6, -0.2, 1.8], [-1.0, 2.4, 2.7], [-0.9, 1.6, -0.1], [2.2, -4.8, 2.3], [-0.1, -0.4, -1.1], [-0.6, 0.7, -1.2], [-0.4, -0.6, -1.5], [0.0, -1.0, -0.2], [-0.8, 0.8, -1.9], [0.1, -0.3, -0.1], [-0.4, 1.5, -0.5], [0.3, 0.3, 0.0]]}

=====

Entry 8:
{"formula": "C4H5O2Rb", "method": "ωB97M-V with the def2-TZVPD basis set", "orbital_gap_ha": 0.13369, "relative_energy_ev": 6.534, "homo_ev": -5.4212, "total_charge": 0, "symbols": ["C", "C", "O", "H", "H", "H", "H", "H", "C", "C", "O", "Rb"], "positions_angstrom": [[3.518, -1.747, 0.113], [2.839, -2.102, -1.101], [1.503, -2.467, -0.915], [2.957, -1.838, 1.049], [4.583, -1.997, 0.078], [3.360, -2.790, -1.779], [1.464, -3.303, -0.441], [3.182, -0.503, -1.555], [3.395, 0.416, -0.379], [2.558, 1.224, 0.048], [1.371, 1.432, 0.409], [-2.152, -0.352, 0.889]], "forces_ev_per_angstrom": [[-0.3, -0.4, -1.6], [1.5, -0.2, 1.4], [-1.7, 0.1, -0.3], [0.4, 0.4, -0.2], [-0.3, 0.7, 0.5], [0.1, 0.4, 0.0], [0.2, 0.0, 0.0], [0.0, 1.6, 2.2], [4.5, -4.3, -3.5], [-6.6, 0.5, 1.7], [1.7, 1.1, 0.0], [0.7, 0.2, -0.2]]}

=====

Entry 9:
{"formula": "C4H5O2V", "method": "ωB97M-V with the def2-TZVPD basis set", "orbital_gap_ha": [0.24549, 0.32893], "relative_energy_ev": 1.321, "multiplicity": 5, "homo_ev": [-6.5729, -8.7929], "total_charge": 0, "symbols": ["H", "O", "V", "O", "C", "C", "C", "C", "H", "H", "H", "H"], "positions_angstrom": [[3.435, 0.042, 1.099], [2.831, 0.652, 0.670], [2.406, 0.722, -1.247], [-3.182, -0.290, 0.329], [-2.086, -0.747, 0.112], [-1.086, -0.127, -0.835], [0.261, -0.028, -0.242], [0.895, 0.281, 0.806], [-1.674, -1.610, 0.682], [-1.485, 0.823, -1.222], [-1.189, -0.747, -1.745], [0.873, 1.029, 1.593]], "forces_ev_per_angstrom": [[-0.1, -0.2, 0.0], [0.4, 0.3, -0.3], [-0.6, -0.4, 0.4], [0.4, -0.5, -0.2], [-0.1, 0.8, 0.8], [-0.9, -0.6, -1.0], [1.7, 0.7, 0.6], [-1.8, 0.9, -1.2], [-0.3, 0.0, -0.2], [0.3, 0.1, 0.6], [0.7, -0.1, 0.2], [0.3, -0.9, 0.2]]}

=====

Entry 10:
{"formula": "C4H5O3Pr", "method": "ωB97M-V with the def2-TZVPD basis set", "orbital_gap_ha": [0.13962, 0.13950], "relative_energy_ev": 2.919, "multiplicity": 4, "homo_ev": [-10.1069, -10.1095], "total_charge": 1, "symbols": ["C", "H", "H", "H", "C", "C", "O", "C", "O", "O", "H", "H", "Pr"], "positions_angstrom": [[-1.985, 1.041, 0.135], [-2.024, 1.009, 1.233], [-2.954, 0.699, -0.258], [-1.854, 2.087, -0.178], [-0.639, -1.082, 0.095], [-0.875, 0.182, -0.391], [1.336, 0.563, 0.342], [1.666, -0.625, 0.171], [0.690, -1.517, -0.087], [2.816, -1.041, -0.151], [-1.012, -1.352, 1.089], [-0.567, 0.377, -1.425], [5.401, -0.342, -0.574]], "forces_ev_per_angstrom": [[-0.2, 0.1, 0.0], [0.0, 0.0, -0.3], [0.2, 0.2, 0.1], [0.0, -0.3, 0.1], [1.0, 3.2, 1.1], [-2.0, -2.7, -0.6], [2.0, -1.0, 1.0], [-2.8, 3.5, -2.0], [-0.1, -2.0, -0.2], [4.5, -0.6, 0.0], [-0.1, -0.2, -0.4], [0.8, 0.4, 0.7], [-3.2, -0.6, 0.6]]}